DFT (ωB97M-V/def2-TZVPD) results for a single C13H18O2 molecule at a distorted geometry.

Structure (ORCA input):
```
! RIJCOSX wB97M-V def2-TZVPD def2/J DEFGRID3
* xyz 0 1
C 3.81754 -2.04044 0.75099
C 3.08795 -1.21779 -0.48470
C 3.70902 0.30504 -0.70306
C 3.31638 1.32924 0.55542
O 2.15236 2.18336 0.27104
C 0.88467 1.56143 0.68603
O 0.56687 1.24564 1.94539
C -0.24425 1.24496 -0.47481
C -1.70156 2.01583 -0.19189
C -2.81369 0.76895 -0.11038
C -3.84499 0.60160 -1.38640
C -4.90713 -0.67496 -1.30376
C -4.97090 -1.76309 -0.06907
C -3.94656 -1.56488 1.21385
C -2.88715 -0.29955 1.15129
H 4.90122 -1.58513 0.95385
H 3.94930 -3.16192 0.44323
H 3.16631 -1.94855 1.73814
H 1.91304 -1.19547 -0.40832
H 3.33969 -1.80316 -1.48677
H 4.89289 0.15354 -0.74121
H 3.40702 0.79251 -1.73011
H 4.26777 2.01521 0.69464
H 3.22981 0.68310 1.53126
H 0.15384 1.57079 -1.53337
H -0.43452 0.06669 -0.51013
H -1.95229 2.63100 -1.18067
H -1.68661 2.67751 0.77305
H -3.81937 1.34045 -2.30052
H -5.67630 -0.80682 -2.20626
H -5.75391 -2.65465 -0.09618
H -3.97416 -2.30162 2.13459
H -2.14229 -0.16881 2.07483
*
```

The HOMO-LUMO gap is 8.71 eV. The HOMO energy is -0.31032 Eh. For the energy relative to the best compared isomer or geometry (same formula, charge and spin), the calculation gives 12.197 eV.